Record 1
Here is C6H13N as an isolated structure at a distorted geometry from the OMol25 dataset. Energies are from wB97M-V/def2-TZVPD.

Element x y z (Å)
N -1.215 -0.802 -0.224
C 1.169 -0.621 -1.310
C -1.937 -0.941 -1.498
C -0.536 1.266 1.584
C 0.513 0.242 1.012
C 1.940 0.838 1.026
C 0.010 -0.185 -0.436
H 0.491 0.629 -1.152
H 1.150 -0.761 -2.414
H 2.768 0.166 0.701
H -1.389 -1.617 -2.274
H -0.788 1.985 0.761
H 1.896 1.546 0.203
H -1.516 0.655 1.684
H 0.462 -0.725 1.530
H 1.702 -1.506 -0.978
H -2.945 -1.492 -1.291
H 2.229 1.329 1.943
H -2.190 -0.005 -1.950
H -0.312 1.820 2.537

Atoms 1-2, force components in eV/Å:
N 0.66 3.41 -3.20
C -2.34 0.20 -2.33

maximum force	6.78	eV/Å
energy relative to the best compared isomer or geometry (same formula, charge and spin)	158.41	kcal/mol
HOMO level	-7.933	eV
calculated total energy	-290.90630	Eh
Kohn-Sham gap	6.46	eV



Record 2
Here is an isolated molecule of C6H13N at a distorted geometry from the OMol25 dataset. Energies are from wB97M-V/def2-TZVPD.

Element x y z (Å)
N 1.331 -0.297 -0.957
C -1.051 1.095 0.832
C 0.416 -0.763 -0.012
C -0.355 -1.807 -0.363
C -2.267 0.303 0.533
C 0.092 0.131 1.141
C 2.014 0.943 -1.039
H -0.028 -0.404 2.133
H -1.217 -2.140 0.131
H 1.513 1.830 -1.592
H -0.819 1.677 -0.138
H -1.270 1.777 1.729
H 1.069 -0.636 -1.935
H -2.378 -0.048 -0.559
H 2.305 1.312 -0.077
H -0.008 -2.369 -1.238
H 0.970 0.677 1.488
H 2.946 0.847 -1.613
H -3.268 0.852 0.625
H -2.221 -0.704 1.199

Atoms 1-2, force components in eV/Å:
N -0.45 -1.28 -2.61
C 0.31 1.43 -0.38

maximum force	4.12	eV/Å
energy relative to the best compared isomer or geometry (same formula, charge and spin)	43.91	kcal/mol
HOMO level	-7.635	eV
calculated total energy	-291.08878	Eh
Kohn-Sham gap	8.67	eV



Record 3
Here is an isolated molecule of C6H13N at a distorted geometry from the OMol25 dataset. Energies are from wB97M-V/def2-TZVPD.

Element x y z (Å)
N -0.162 2.195 -1.801
C -1.849 0.748 0.261
C 0.310 1.667 -0.600
C 0.465 -0.068 1.131
C 0.349 -1.552 0.688
C -0.346 0.764 0.157
C 1.451 -2.085 -0.186
H 1.749 -1.419 -1.003
H -2.414 1.346 -0.445
H 0.229 -2.121 1.606
H -2.361 0.688 1.245
H -1.012 1.742 -2.089
H -0.224 3.195 -1.931
H 0.173 0.121 2.172
H 1.166 -2.993 -0.723
H 1.241 2.117 -0.251
H 1.553 0.135 1.100
H 2.328 -2.427 0.385
H -0.544 -1.718 0.074
H -2.102 -0.336 0.208

Atoms 1-2, force components in eV/Å:
N -0.47 0.09 -0.17
C -0.34 -3.25 0.26

maximum force	3.28	eV/Å
energy relative to the best compared isomer or geometry (same formula, charge and spin)	33.83	kcal/mol
HOMO level	-7.515	eV
calculated total energy	-291.10484	Eh
Kohn-Sham gap	8.53	eV



Record 4
Here is an isolated molecule of C6H13N at a distorted geometry from the OMol25 dataset. Energies are from wB97M-V/def2-TZVPD.

Element x y z (Å)
N 1.105 0.553 -1.574
C 2.222 -0.302 0.514
C -1.591 0.259 -0.421
C 0.962 0.141 -0.263
C -2.069 -1.237 -0.469
C -0.248 0.369 0.351
C -0.302 0.444 1.849
H -3.113 -1.346 -0.234
H -0.691 -0.483 2.155
H 0.342 0.761 -2.124
H 2.315 0.391 1.292
H -2.287 0.947 0.029
H 3.042 -0.054 -0.099
H -1.586 -1.730 0.385
H 1.951 0.361 -2.185
H -1.776 -1.752 -1.386
H -1.503 0.721 -1.423
H -1.100 1.140 2.112
H 2.151 -1.337 0.704
H 0.677 0.465 2.427

Atoms 1-2, force components in eV/Å:
N 4.03 -1.18 -1.35
C -1.92 1.62 -2.40

maximum force	4.41	eV/Å
energy relative to the best compared isomer or geometry (same formula, charge and spin)	33.93	kcal/mol
HOMO level	-6.907	eV
calculated total energy	-291.10467	Eh
Kohn-Sham gap	8.00	eV



Record 5
Here is C6H13N as an isolated structure at a distorted geometry from the OMol25 dataset. Energies are from wB97M-V/def2-TZVPD.

Element x y z (Å)
N -1.304 -0.904 1.081
C -0.416 0.926 -0.284
C 1.118 0.763 0.248
C 1.764 -0.562 -0.122
C -1.221 -0.404 -0.240
C -2.535 -0.163 -1.022
C 2.944 0.205 0.125
H -3.154 0.594 -0.447
H 3.341 0.295 1.139
H -0.540 -0.994 -0.872
H -1.044 -0.202 1.851
H 3.625 0.335 -0.646
H 1.586 -1.385 0.488
H 1.144 0.759 1.429
H -2.460 0.161 -2.088
H 1.444 1.816 -0.044
H -0.780 1.744 0.439
H -3.213 -1.042 -1.072
H -0.075 1.336 -1.293
H -0.671 -1.673 1.319

Atoms 1-2, force components in eV/Å:
N 0.30 0.30 3.28
C 1.94 1.06 0.56

maximum force	4.03	eV/Å
energy relative to the best compared isomer or geometry (same formula, charge and spin)	152.75	kcal/mol
HOMO level	-6.997	eV
calculated total energy	-290.91532	Eh
Kohn-Sham gap	6.78	eV



Record 6
Here is an isolated molecule of C6H13N at a distorted geometry from the OMol25 dataset. Energies are from wB97M-V/def2-TZVPD.

Element x y z (Å)
N -0.278 0.615 -1.067
C -0.138 2.068 -1.357
C 0.079 1.191 1.378
C -1.383 -0.808 0.461
C 0.919 -0.782 -0.084
C -0.247 0.169 0.282
C 0.943 -2.335 -0.307
H 0.472 2.706 -0.696
H 0.271 0.663 2.313
H 1.900 -0.359 -0.182
H -1.229 -1.348 1.399
H 0.936 -2.635 -1.364
H -2.390 -0.413 0.365
H 0.991 1.740 1.111
H 0.150 -2.925 0.176
H -1.148 2.536 -1.329
H -0.694 1.951 1.568
H 1.878 -2.775 0.093
H 0.203 2.230 -2.385
H -1.233 -1.490 -0.376

Atoms 1-2, force components in eV/Å:
N 0.11 0.30 -0.46
C 0.10 -0.26 -0.02

maximum force	1.09	eV/Å
energy relative to the best compared isomer or geometry (same formula, charge and spin)	83.94	kcal/mol
HOMO level (spin up / spin down)	-8.244 / -7.782	eV
calculated total energy	-291.02497	Eh
Kohn-Sham gap (spin up / spin down)	8.98 / 8.45	eV



Record 7
Here is an isolated molecule of C6H13N at a distorted geometry from the OMol25 dataset. Energies are from wB97M-V/def2-TZVPD.

Element x y z (Å)
N -1.384 2.588 1.692
C 0.206 -1.750 -0.216
C -0.618 0.445 0.847
C -0.528 1.499 1.656
C 0.047 -1.108 -1.613
C 1.177 -0.140 -1.994
C 0.295 -0.741 0.943
H 1.862 -0.603 -2.694
H 0.288 1.552 2.362
H 0.748 0.781 -2.397
H -2.375 2.487 1.594
H -1.071 3.405 2.180
H 0.056 -1.950 -2.306
H 0.196 -1.298 1.875
H -0.672 -2.379 -0.081
H 1.128 -2.333 -0.225
H 1.720 0.159 -1.095
H 1.321 -0.384 0.980
H -0.943 -0.671 -1.664
H -1.450 0.441 0.154

Atoms 1-2, force components in eV/Å:
N 0.13 0.29 -0.07
C -0.16 0.91 -0.40

maximum force	1.00	eV/Å
energy relative to the best compared isomer or geometry (same formula, charge and spin)	15.26	kcal/mol
HOMO level	-7.849	eV
calculated total energy	-291.13443	Eh
Kohn-Sham gap	9.03	eV



Record 8
Here is an isolated molecule of C6H13N from the OMol25 dataset. Energies are from wB97M-V/def2-TZVPD.

Element x y z (Å)
N -0.058 -0.198 -0.494
C -1.171 1.842 0.723
C 1.002 0.361 0.488
C -0.532 -1.594 -0.595
C 0.057 0.443 -1.806
C -0.433 0.522 0.772
C 1.743 -0.717 1.221
H 0.000 -2.086 -1.415
H 2.261 -0.238 2.058
H -0.937 -0.199 1.440
H 0.923 -0.032 -2.280
H -2.219 1.730 0.419
H 1.140 -1.547 1.641
H -1.611 -1.643 -0.798
H -0.841 0.322 -2.426
H -1.161 2.270 1.733
H -0.328 -2.129 0.333
H 0.314 1.491 -1.653
H 2.517 -1.149 0.574
H -0.666 2.552 0.064

Atoms 1-2, force components in eV/Å:
N -0.42 -0.12 -0.13
C 0.10 -0.01 -0.06

maximum force	0.46	eV/Å
energy relative to the best compared isomer or geometry (same formula, charge and spin)	76.35	kcal/mol
HOMO level	-6.778	eV
calculated total energy	-291.03708	Eh
Kohn-Sham gap	7.67	eV



Record 9
Here is an isolated ion of composition C6H13N and charge +1 at a distorted geometry from the OMol25 dataset. Energies are from wB97M-V/def2-TZVPD.

Element x y z (Å)
N -2.079 2.309 -0.112
C 2.547 -1.229 0.267
C 0.429 0.061 0.236
C -1.070 0.114 0.491
C -1.417 1.544 0.950
C 0.767 -2.006 -1.392
C 1.246 -1.166 -0.212
H -1.525 -0.113 -0.564
H 2.984 -0.504 1.087
H -0.230 -2.545 -1.051
H 3.328 -1.730 -0.365
H -1.377 -0.739 1.107
H -1.987 1.586 1.950
H -0.475 2.029 1.091
H 0.651 0.866 -0.415
H -3.144 2.178 -0.310
H 1.372 -2.832 -1.878
H -1.552 2.674 -0.925
H 0.640 -1.282 -2.222
H 0.849 0.346 1.237

Atoms 1-2, force components in eV/Å:
N -2.04 -1.52 -0.21
C -0.64 1.54 -0.53

maximum force	4.26	eV/Å
2S+1	2
energy relative to the best compared isomer or geometry (same formula, charge and spin)	74.01	kcal/mol
HOMO level (spin up / spin down)	-12.519 / -12.332	eV
calculated total energy	-290.76077	Eh
Kohn-Sham gap (spin up / spin down)	8.88 / 3.81	eV
total charge	+1



Record 10
Here is an isolated ion of composition C6H13N and charge +1 at a distorted geometry from the OMol25 dataset. Energies are from wB97M-V/def2-TZVPD.

Element x y z (Å)
N -2.073 0.532 -1.484
C -1.117 -0.473 -1.274
C -0.733 -0.818 2.043
C 2.284 1.186 -0.068
C -0.032 -1.268 0.686
C -0.014 -0.262 -0.504
C 1.038 0.901 -1.015
H 2.497 0.379 0.739
H -1.433 -1.434 -1.507
H -0.508 -1.605 2.829
H 2.142 2.185 0.458
H -1.852 -0.808 1.946
H 1.015 0.392 -2.099
H -0.305 0.070 2.409
H 0.428 1.831 -1.090
H 3.214 1.289 -0.677
H -1.989 1.379 -1.016
H -0.560 -2.132 0.356
H 1.003 -1.604 0.871
H -3.006 0.258 -1.604

Atoms 1-2, force components in eV/Å:
N 3.10 -3.33 -0.44
C -3.85 3.81 0.21

maximum force	5.42	eV/Å
2S+1	2
energy relative to the best compared isomer or geometry (same formula, charge and spin)	50.81	kcal/mol
HOMO level (spin up / spin down)	-13.346 / -15.808	eV
calculated total energy	-290.79774	Eh
Kohn-Sham gap (spin up / spin down)	8.71 / 9.77	eV
total charge	+1



Record 11
Here is an isolated ion of composition C6H13N and charge +1 at a distorted geometry from the OMol25 dataset. Energies are from wB97M-V/def2-TZVPD.

Element x y z (Å)
N -2.765 -0.037 -0.533
C 1.762 0.399 0.864
C -1.015 -0.182 1.333
C 2.031 -0.281 -0.439
C -1.597 0.552 0.137
C -0.510 0.408 -0.971
C 0.501 -0.758 -1.028
H 2.215 -0.205 1.635
H -0.911 0.800 -1.999
H -3.619 0.025 0.051
H 0.772 -1.191 -2.053
H -1.792 1.551 0.447
H 1.930 1.511 0.958
H 2.269 0.460 -1.207
H -1.118 -1.256 1.089
H 0.309 1.083 -0.613
H -1.615 -0.252 2.259
H 0.352 -1.492 -0.322
H 0.071 0.048 1.050
H 2.729 -1.182 -0.660

Atoms 1-2, force components in eV/Å:
N -0.37 0.04 1.36
C 3.92 -1.37 -1.91

maximum force	4.57	eV/Å
2S+1	2
energy relative to the best compared isomer or geometry (same formula, charge and spin)	161.25	kcal/mol
HOMO level (spin up / spin down)	-14.090 / -14.047	eV
calculated total energy	-290.62174	Eh
Kohn-Sham gap (spin up / spin down)	6.52 / 6.51	eV
total charge	+1



Record 12
Here is an isolated ion of composition C6H13N2 and charge +1 at a distorted geometry from the OMol25 dataset. Energies are from wB97M-V/def2-TZVPD.

Element x y z (Å)
N -0.453 0.008 -0.410
N 1.682 0.211 0.155
C -1.366 1.135 -0.290
C 0.116 0.542 2.137
C 0.508 -0.306 0.860
C -1.158 -1.260 -0.908
C 2.021 -0.615 -0.944
C 0.960 0.387 -1.104
H 0.799 1.394 2.459
H -0.853 0.944 1.994
H -0.795 2.032 0.074
H 0.094 -0.150 2.962
H -1.300 -1.102 -2.016
H 3.048 -0.309 -1.242
H 1.808 -1.697 -1.090
H -1.792 1.388 -1.240
H 1.083 1.249 -1.739
H -0.562 -2.077 -0.723
H -2.132 -1.313 -0.390
H 0.401 -1.334 1.100
H -2.111 0.873 0.355

Atoms 1-2, force components in eV/Å:
N 2.58 -1.90 -0.64
N -0.37 -0.08 1.96

maximum force	3.94	eV/Å
energy relative to the best compared isomer or geometry (same formula, charge and spin)	83.03	kcal/mol
HOMO level	-14.373	eV
calculated total energy	-345.56369	Eh
Kohn-Sham gap	11.67	eV
total charge	+1



> Look up the calculated total energy of the fifth one.

-290.91532 Eh